--- P ---
DFT (ωB97M-V/def2-TZVPD) results for an isolated molecule of C6H13N.

Results
Kohn-Sham gap = 10.1 eV
multiplicity = 1
E_LUMO = 1.04 eV
SMILES = C=C(CC)CCN

XYZ file:
```
20
C6H13N ωB97M-V/def2-TZVPD
N 2.5501 0.0515 -1.3191
C -1.7590 0.4732 0.0836
C -0.5498 -0.3292 -0.3833
C 0.7258 -0.3003 0.4140
C 1.8698 0.5417 -0.1344
C -0.6043 -1.0310 -1.5157
C -2.1285 0.2923 1.5696
H -2.4125 1.2361 2.0348
H -1.3866 -0.8152 -2.2307
H 0.2588 -1.6655 -1.6810
H 2.4996 0.7888 0.7329
H -2.5634 0.0295 -0.5025
H 1.4560 1.5277 -0.3675
H 0.5591 0.0664 1.4339
H 1.0489 -1.3086 0.7060
H 3.5333 0.2993 -1.2954
H 2.6097 -0.9642 -1.3194
H -1.6042 1.5378 -0.0986
H -1.2325 0.0276 2.1346
H -2.8703 -0.4580 1.7383
```

Results of the Mulliken charge analysis, in e, for atoms 1 through 8:
1. N -0.56
2. C -0.41
3. C 0.76
4. C -0.90
5. C -0.60
6. C -0.99
7. C -1.02
8. H 0.27



--- Q ---
DFT (ωB97M-V/def2-TZVPD) results for an isolated molecule of C6H13N.

Results
Kohn-Sham gap = 10.3 eV
multiplicity = 1
E_LUMO = 1.15 eV
SMILES = C/C=C/C[C@@H](C)N

XYZ file:
```
20
C6H13N ωB97M-V/def2-TZVPD
N 2.0004 -1.0908 1.8911
C -2.1029 1.8190 -1.5698
C -0.2970 1.0998 -0.0225
C -0.6981 1.2497 -1.2882
C 0.7448 -0.7435 1.1841
C 1.0175 0.4227 0.2070
C 0.1301 -1.9683 0.3834
H -0.9557 -1.8913 0.3631
H -1.0024 1.3846 0.7697
H 2.8425 -0.9977 1.3362
H 0.3371 -2.9365 0.8507
H 1.9588 -2.1012 2.0025
H 1.7436 1.1526 0.5341
H 1.4031 -0.0457 -0.6986
H -0.2444 0.7857 -2.2033
H -2.2608 2.0012 -2.6413
H -2.0403 2.8065 -1.1317
H 0.4034 -1.9695 -0.6763
H -3.0203 1.3890 -1.1931
H 0.0405 -0.3662 1.9029
```

Results of the Mulliken charge analysis, in e, for atoms 1 through 8:
1. N -0.71
2. C -1.18
3. C -0.30
4. C -0.17
5. C 0.26
6. C -0.70
7. C -1.18
8. H 0.31



--- R ---
DFT (ωB97M-V/def2-TZVPD) results for a cluster of 2 separate species, C6H13N in total.

Results
Kohn-Sham gap = 8.4 eV
multiplicity = 1
E_LUMO = -0.31 eV

XYZ file:
```
20
C6H13N ωB97M-V/def2-TZVPD
N 2.2975 -1.3191 -0.8594
C -2.5243 0.7657 0.6236
C -1.1878 0.7527 1.3968
C 0.8539 1.4256 0.1761
C -0.0921 -0.8687 -0.1701
C -0.0556 0.4437 0.4276
C 0.8988 -1.1528 -1.3146
H -0.2843 -1.7823 0.4120
H 1.4369 1.4090 -0.7408
H 0.8274 2.2621 0.8254
H 0.5328 -2.1104 -1.7405
H 2.8534 -0.9317 -1.6059
H -1.0867 1.7688 1.8035
H -3.2558 1.3982 1.2476
H -2.8798 -0.2932 0.5772
H -1.2127 0.0454 2.1946
H 2.4782 -0.6499 -0.1214
H -2.3616 1.2073 -0.3566
H -1.5411 -1.0577 -1.4231
H 0.8240 -0.3720 -2.0349
```

Results of the Mulliken charge analysis, in e, for atoms 1 through 8:
1. N -0.69
2. C -1.04
3. C -0.63
4. C -1.18
5. C -0.38
6. C 0.68
7. C -0.76
8. H 0.25



--- S ---
DFT (ωB97M-V/def2-TZVPD) results for an isolated molecule of C6H13N.

Results
Kohn-Sham gap = 8.6 eV
multiplicity = 1
E_LUMO = 1.16 eV
SMILES = CC/C=C/NCC

XYZ file:
```
20
C6H13N ωB97M-V/def2-TZVPD
N -0.4256 0.6471 -0.9234
C 1.3494 -0.8001 2.0764
C 0.3898 0.0021 1.2147
C -0.5991 0.5051 -2.3336
C -1.3995 1.6634 -2.9111
C 0.4142 -0.1370 -0.1278
C 0.6047 -1.7890 2.9707
H -1.7704 1.5443 -3.9161
H -0.4879 0.4918 1.6252
H -0.8901 2.6349 -2.7298
H 1.9048 -0.0528 2.6466
H -0.6546 1.4815 -0.4043
H 1.1676 -2.7079 3.1507
H -0.9985 -0.4676 -2.6483
H 2.1016 -1.2927 1.4512
H 0.4893 -1.3833 3.9819
H -2.1487 1.9509 -2.1642
H 0.3708 0.5702 -2.8526
H -0.3885 -1.9697 2.5717
H 0.9709 -0.8911 -0.6776
```

Results of the Mulliken charge analysis, in e, for atoms 1 through 8:
1. N -0.22
2. C -0.33
3. C -0.55
4. C -0.17
5. C -1.35
6. C -0.30
7. C -1.10
8. H 0.35



Pick P: it beats the second-best structure by 0.057 eV.



--- P ---
DFT (ωB97M-V/def2-TZVPD) results for an isolated molecule of C2H4O3.

Results
Kohn-Sham gap = 11.1 eV
multiplicity = 1
E_LUMO = 0.88 eV
SMILES = CC1(O)OO1

XYZ file:
```
9
C2H4O3 ωB97M-V/def2-TZVPD
O -0.4915 1.4768 -0.1121
O -1.3857 -0.7258 -0.6796
O -1.4431 -0.4536 0.6849
C 0.9747 -0.4189 0.0427
C -0.4220 0.0851 -0.0329
H 1.5742 -0.1601 1.0329
H 1.5040 0.0653 -0.8442
H -1.4110 1.6082 -0.0815
H 1.1005 -1.4769 -0.0102
```

Results of the Mulliken charge analysis, in e, for atoms 1 through 8:
1. O -0.47
2. O -0.30
3. O -0.31
4. C -1.06
5. C 0.94
6. H 0.26
7. H 0.27
8. H 0.33



--- Q ---
DFT (ωB97M-V/def2-TZVPD) results for an isolated molecule of C2H4O3.

Results
Kohn-Sham gap = 10.3 eV
multiplicity = 1
E_LUMO = 0.10 eV
SMILES = O=C(O)CO

XYZ file:
```
9
C2H4O3 ωB97M-V/def2-TZVPD
O -0.2986 -0.3382 1.2289
O -1.6654 0.6797 -0.2475
O 1.5271 -0.5928 -0.0649
C -0.6333 0.2678 0.1416
C 0.5471 0.1525 -0.9137
H 0.5425 -0.6781 1.0348
H 0.9159 1.1622 -1.1562
H 0.1365 -0.3000 -1.8025
H 2.4179 -0.6955 -0.7753
```

Results of the Mulliken charge analysis, in e, for atoms 1 through 8:
1. O -0.48
2. O -0.51
3. O -0.63
4. C 0.45
5. C -0.18
6. H 0.46
7. H 0.24
8. H 0.28



Pick Q: it beats the second-best structure by 2.238 eV.



--- P ---
DFT (ωB97M-V/def2-TZVPD) results for an isolated molecule of C2H4O3.

Results
Kohn-Sham gap = 10.8 eV
multiplicity = 1
E_LUMO = 0.32 eV
SMILES = O=C(O)CO

XYZ file:
```
9
C2H4O3 ωB97M-V/def2-TZVPD
O 1.7762 -0.5203 -0.1354
O 0.4709 1.3709 0.0814
O -1.9285 -0.0047 -0.2009
C 0.5778 0.1702 -0.0426
C -0.7563 -0.7698 0.1396
H 1.4131 -1.3582 0.2624
H -0.4511 -1.3362 1.2325
H -0.6963 -1.3727 -0.5557
H -1.7434 0.8979 0.5180
```

Results of the Mulliken charge analysis, in e, for atoms 1 through 8:
1. O -0.45
2. O -0.51
3. O -0.50
4. C 0.73
5. C -0.78
6. H 0.34
7. H 0.27
8. H 0.52



--- Q ---
DFT (ωB97M-V/def2-TZVPD) results for an isolated molecule of C2H4O3.

Results
Kohn-Sham gap (alpha / beta) = 9.0 / 9.0 eV
multiplicity = 1
E_LUMO (alpha / beta) = -0.30 / -0.30 eV

XYZ file:
```
9
C2H4O3 ωB97M-V/def2-TZVPD
O -1.2285 1.1297 0.0263
O 1.1223 -0.2127 0.6072
O 2.0955 0.6115 -0.1304
C 0.1081 -0.4234 -0.1782
C -1.4360 -0.1749 0.1470
H -1.8916 -0.6791 -0.7159
H -1.8543 -0.5339 1.1482
H 2.9103 0.4524 0.2787
H 0.1741 -0.1696 -1.1829
```

Results of the Mulliken charge analysis, in e, for atoms 1 through 8:
1. O -0.53
2. O -0.12
3. O -0.31
4. C 0.00
5. C -0.16
6. H 0.21
7. H 0.26
8. H 0.32



--- R ---
DFT (ωB97M-V/def2-TZVPD) results for a structure of composition C2H4O3.

Results
Kohn-Sham gap (alpha / beta) = 7.1 / 7.1 eV
multiplicity = 1
E_LUMO (alpha / beta) = -0.05 / -0.05 eV

XYZ file:
```
9
C2H4O3 ωB97M-V/def2-TZVPD
O -0.3439 0.9019 0.0157
O 1.3536 -0.7363 0.8597
O -0.9700 -1.2481 -0.6156
C 1.0107 0.3685 0.5881
C -0.4179 -0.0543 -0.9812
H 1.5041 1.2728 0.9549
H -0.8606 0.8896 1.1373
H -0.3082 -1.7854 -0.1551
H -0.9677 0.3914 -1.8038
```

Results of the Mulliken charge analysis, in e, for atoms 1 through 8:
1. O -0.04
2. O -0.36
3. O -0.44
4. C 0.17
5. C -0.49
6. H 0.35
7. H 0.26
8. H 0.35



Pick P: it beats the second-best structure by 3.708 eV.